The following is a DFT calculation (ωB97M-V/def2-TZVPD) of 2 unconnected molecules or ions with the total composition C4H10N2O3S2 at a distorted geometry.

The geometry in XYZ format:
```
21
Properties=species:S:1:pos:R:3:forces:R:3
N 1.3136 -2.7749 -0.0230 -1.033 -1.922 -0.452
C 1.5575 -1.4944 0.1655 2.898 -0.810 1.499
N 2.8943 -1.2452 0.4193 -0.502 0.748 -0.326
C 0.6634 -0.5462 0.4138 2.510 3.274 0.525
S 1.1875 1.1339 0.2301 0.552 -0.850 -1.946
O 0.1752 2.0635 0.4848 -2.623 1.185 0.480
O 2.4544 1.5307 0.7625 0.544 -1.191 -0.238
O 1.3333 1.0742 -1.4342 0.220 0.208 0.391
H 0.6071 -3.2079 -0.5641 -1.146 0.423 -0.189
H 2.0961 -3.3532 0.0057 1.377 -0.928 0.089
H 2.9917 -0.2738 0.2024 1.581 0.443 0.540
H 3.6827 -1.8400 0.2024 -0.652 -0.089 -0.372
H -0.2894 -0.6427 0.1444 -3.843 -0.372 -0.767
H 0.7994 1.7308 -1.9213 0.250 -0.101 0.762
C -3.0422 1.6802 0.4275 0.437 3.741 -0.946
C -3.0834 0.3752 -0.2792 -0.432 -1.621 2.666
S -3.4429 -1.0728 0.4405 0.214 1.345 -0.593
H -3.6235 1.9207 1.3527 0.654 -1.355 -0.490
H -1.9773 2.1706 0.5307 -1.717 -1.560 -0.057
H -3.4822 2.4892 -0.2593 0.407 -1.135 0.366
H -2.8153 0.2822 -1.3013 0.305 0.568 -0.941
```
Positions in Å, forces in eV/Å.

**Lowest unoccupied orbital energy**: -0.210 eV
**Kohn-Sham gap**: 8.4605 eV
**SMILES**: NC(N)=CS(=O)(=O)O.CC=S
**Energy above the lowest of the compared OMol25 structures with the same formula, charge and spin**: 179.9 kJ/mol

natural (NBO) atomic charge list, values in e, 5 entries: number 1, N, carries -0.769; number 2, C, carries 0.442; number 3, N, carries -0.811; number 4, C, carries -0.713; number 5, S, carries 2.357